Molecular formula: C5H8O
Method: DFT, wB97M-V/def2-TZVPD

Properties
- Largest force on an atom: 0.47 eV/A
- Energy above the lowest of the compared OMol25 structures with the same formula, charge and spin: 5.405 eV
- Gap between HOMO and LUMO: 0.333 hartree

ORCA input file:
```
! wB97M-V def2-TZVPD RIJCOSX def2/J DEFGRID3
* xyz 0 1
C -0.15393 1.64564 0.65889
C -0.24843 0.24523 0.13162
C 0.20384 -0.96603 0.88781
C 0.81725 -0.63810 -0.44908
C 0.01959 -1.07489 -1.63978
O -1.34722 -0.02938 -0.73233
H -0.07222 2.37002 -0.15713
H -1.04320 1.88931 1.24927
H 0.72287 1.75241 1.30570
H -0.47006 -1.81682 0.97145
H 0.81309 -0.77312 1.76629
H 1.86174 -0.36225 -0.56134
H -0.30413 -2.12685 -1.58813
H -0.90596 -0.04486 -1.72307
*
```


Molecular formula: C7H13N
Method: DFT, wB97M-V/def2-TZVPD

Properties
- SMILES: C/C=C/C(=C/N)CC
- Largest force on an atom: 1.78 eV/A
- Energy above the lowest of the compared OMol25 structures with the same formula, charge and spin: 1.278 eV
- Gap between HOMO and LUMO: 0.352 hartree

ORCA input file:
```
! wB97M-V def2-TZVPD RIJCOSX def2/J DEFGRID3
* xyz 0 1
C 0.08564 2.62144 -1.95549
C 0.30970 1.66995 -0.80493
C -0.59566 0.75671 -0.47410
C -0.43044 -0.29819 0.59256
C -1.35283 -0.30745 1.55246
N -1.30374 -1.08232 2.75043
C 0.87193 -1.04528 0.59363
C 0.99342 -1.94831 -0.63250
H 0.84999 2.52799 -2.73190
H 0.14077 3.64341 -1.57124
H -0.85540 2.42177 -2.47516
H 1.26246 1.76994 -0.29256
H -1.41883 0.58699 -1.15940
H -2.16774 0.40785 1.56138
H -0.37260 -1.23914 3.11405
H -1.73867 -1.99851 2.64839
H 1.70090 -0.33371 0.65900
H 0.93333 -1.65201 1.50396
H 0.11698 -2.59003 -0.70231
H 1.88027 -2.57379 -0.63751
H 1.09052 -1.33732 -1.53875
*
```


Molecular formula: C33H35AsIPPtTe
Method: DFT, wB97M-V/def2-TZVPD

Properties
- Largest force on an atom: 0.67 eV/A
- Gap between HOMO and LUMO (alpha / beta): 0.273 / 0.167 hartree

ORCA input file:
```
! wB97M-V def2-TZVPD RIJCOSX def2/J DEFGRID3
* xyz 2 3
Pt 0.66819 -1.36685 -0.43325
I 3.35020 -1.60351 -0.89377
C 4.54102 0.16272 -0.67516
C 5.86248 -0.16880 -0.57119
C 6.84470 0.82877 -0.48992
C 6.46368 2.13519 -0.51427
C 5.10029 2.49670 -0.61621
C 4.76464 3.86578 -0.64932
C 3.46674 4.27316 -0.73536
C 2.45500 3.30893 -0.76692
C 2.72542 1.95369 -0.76776
P 1.16176 0.99253 -0.76926
C 0.24359 1.50305 -2.24195
C -1.01246 0.91589 -2.43466
C -1.72587 1.14423 -3.59635
C -1.18156 1.94219 -4.59463
C 0.07545 2.50403 -4.42601
C 0.79161 2.28471 -3.25940
C 0.49369 1.64541 0.78883
C -0.46563 2.64593 0.89800
C -0.82690 3.11225 2.15273
C -0.22367 2.59520 3.29227
C 0.72486 1.58557 3.18772
C 1.07773 1.10248 1.93828
C 4.07205 1.49796 -0.69809
H 6.16505 -1.20791 -0.55433
H 7.88529 0.54567 -0.41891
H 7.19990 2.92625 -0.45512
H 5.56629 4.59154 -0.59735
H 3.20996 5.32274 -0.77204
H 1.42797 3.64741 -0.79362
H -1.41648 0.27996 -1.65367
H -2.70247 0.70157 -3.74199
H -1.73400 2.11582 -5.50821
H 0.51028 3.11243 -5.20743
H 1.77335 2.72142 -3.15575
H -0.93371 3.05095 0.00730
H -1.56890 3.89430 2.24455
H -0.48504 2.99143 4.26439
H 1.18485 1.18011 4.07929
H 1.81122 0.30645 1.84853
C -3.09368 -2.30226 -0.88246
As -1.55357 -2.06471 0.27915
C -1.81337 -3.52851 1.52550
C -2.05174 -0.48513 1.35675
C -3.35479 -0.37846 2.08218
C -4.37554 0.41692 1.55942
C -5.48435 0.73433 2.32562
C -5.59683 0.24957 3.62170
C -4.60075 -0.56643 4.14176
C -3.49279 -0.88475 3.37500
H -3.98387 -2.18628 -0.26396
H -3.09127 -3.30389 -1.30926
H -3.11979 -1.57376 -1.69022
H -2.80877 -3.42801 1.95780
H -1.06584 -3.49736 2.31557
H -1.74585 -4.48556 1.00973
H -1.96258 0.34279 0.65913
H -1.23431 -0.42294 2.06915
H -4.28459 0.80453 0.54984
H -6.25972 1.37011 1.91873
H -6.45743 0.50297 4.22554
H -4.68394 -0.93683 5.15502
H -2.70795 -1.50949 3.78889
C 1.05559 -6.49199 -0.47480
Te 1.13573 -4.50497 -1.28642
C -0.74086 -4.70926 -2.28946
H 1.10732 -7.18651 -1.31189
H 0.13350 -6.64423 0.08016
H 1.91545 -6.63144 0.17481
H -1.48941 -5.06276 -1.58434
H -0.61949 -5.43343 -3.09212
H -1.01508 -3.73964 -2.69650
*
```


Molecular formula: C34H26INNiO4P
Method: DFT, wB97M-V/def2-TZVPD

Properties
- Largest force on an atom: 0.11 eV/A
- Energy above the lowest of the compared OMol25 structures with the same formula, charge and spin: 0.000 eV
- Gap between HOMO and LUMO (alpha / beta): 0.269 / 0.256 hartree

ORCA input file:
```
! wB97M-V def2-TZVPD RIJCOSX def2/J DEFGRID3
* xyz 0 2
Ni 0.51281 -1.22395 -0.37631
I 2.16808 -0.07947 -2.15757
C 0.53721 1.13171 -2.71202
C 0.25400 1.05271 -4.04685
C -0.69461 1.90474 -4.64104
C -1.27832 2.86753 -3.88340
C -1.00753 2.96830 -2.49750
C -1.61630 4.01872 -1.76918
C -1.41446 4.15396 -0.43280
C -0.66635 3.17219 0.24037
C -0.06489 2.12052 -0.40775
P 0.52570 0.74597 0.65685
C -0.61200 0.85980 2.08258
C -0.18756 1.02917 3.39517
C -1.10640 0.97951 4.43963
C -2.45048 0.77214 4.17566
C -2.87932 0.59999 2.86245
C -1.96775 0.62996 1.82131
C 2.13102 1.27249 1.33562
C 2.52575 2.59889 1.47483
C 3.76264 2.90606 2.02470
C 4.61152 1.89105 2.44265
C 4.22856 0.56438 2.29926
C 2.99670 0.25664 1.74110
C -0.14384 2.04178 -1.84323
H 0.77293 0.33073 -4.66274
H -0.92616 1.79257 -5.69079
H -1.97425 3.57333 -4.31994
H -2.24799 4.71350 -2.30950
H -1.86686 4.96465 0.12278
H -0.61978 3.22038 1.32134
H 0.86025 1.20249 3.60886
H -0.76716 1.11599 5.45902
H -3.16579 0.74759 4.98834
H -3.92893 0.43682 2.65066
H -2.29191 0.45942 0.79939
H 1.87242 3.39505 1.14073
H 4.06510 3.94078 2.12314
H 5.57668 2.13335 2.86875
H 4.89620 -0.23002 2.60841
H 2.70614 -0.77890 1.59097
O 1.28754 -2.80121 0.73096
N 0.68786 -2.88053 1.89884
C 1.40864 -3.29191 2.95999
C 0.84472 -3.34803 4.21371
C -0.48071 -2.97763 4.38814
C -1.20651 -2.57790 3.28027
C -0.60870 -2.54051 2.03696
H 2.43143 -3.54515 2.72849
H 1.45520 -3.67253 5.04400
H -0.93611 -3.00071 5.36810
H -2.23966 -2.27260 3.35893
H -1.11111 -2.23566 1.12612
O -2.21841 -0.90045 -4.92738
C -1.35139 -1.81376 -4.46632
C -0.63606 -2.58057 -5.38854
C 0.24648 -3.55034 -4.95106
C 0.42866 -3.78286 -3.59035
C -0.26538 -3.00710 -2.67963
C -1.13886 -2.00083 -3.09041
C -1.83120 -1.11077 -2.09407
O -2.74994 -0.37195 -2.49108
O -1.42770 -1.15823 -0.88482
H -2.64697 -0.51810 -4.10844
H -0.80431 -2.40388 -6.44329
H 0.78858 -4.14246 -5.67833
H 1.10038 -4.55844 -3.24774
H -0.15152 -3.20845 -1.61704
*
```